No. 1
# C11H12BrN5O7P2Pb

A structure of composition C11H12BrN5O7P2Pb (ωB97M-V/def2-TZVPD, OMol25).

Results
charge: +2
HOMO level: -15.5484 eV
frontier orbital gap: 7.820 eV
E: -127240.8060 eV
relative energy (zero: lowest compared OMol25 entry of this formula, charge and spin): 543.3 kJ/mol

Element x y z (Å)
Pb  -4.970  -2.736  -1.565
O  -3.951  0.589  1.193
P  -4.068  -0.739  0.300
O  -5.173  -1.653  0.682
O  -3.955  -0.638  -1.220
O  -2.659  -1.463  0.786
P  -1.955  -2.727  0.120
O  -1.854  -3.902  1.200
O  -3.061  -3.211  -0.865
O  -0.531  -2.417  -0.325
H  -4.701  0.587  1.797
H  -2.463  -3.964  1.906
N  -0.254  2.499  -0.366
C  -1.474  2.585  -0.714
C  -1.964  1.258  -1.204
N  -1.051  0.404  -1.089
C  0.190  0.978  -0.636
C  1.927  -0.758  0.215
N  2.877  -0.139  0.941
C  4.059  -0.869  0.826
C  3.761  -1.848  -0.104
N  2.495  -1.779  -0.431
H  0.198  3.357  0.005
H  -2.028  3.505  -0.603
H  -2.843  1.117  -1.865
H  4.957  -0.508  1.239
H  4.481  -2.654  -0.390
H  1.839  -2.451  -0.888
Br  1.438  1.206  3.051
C  2.040  1.048  1.227
C  2.532  2.299  0.695
C  2.550  2.634  -0.613
C  2.350  1.549  -1.555
N  1.242  0.894  -1.681
C  0.838  0.195  0.484
H  2.951  3.050  1.394
H  2.990  3.592  -0.924
H  3.060  1.239  -2.230
H  0.179  -0.128  1.206

***

No. 2
# C6H17N6

A cluster of 2 separate species, C6H17N6 in total (ωB97M-V/def2-TZVPD, OMol25).

Results
charge: +1
HOMO level: -12.3687 eV
frontier orbital gap: 9.887 eV
E: -15427.9639 eV
relative energy (zero: lowest compared OMol25 entry of this formula, charge and spin): 331.9 kJ/mol

Element x y z (Å)
C  -0.462  -0.089  -1.476
C  -1.592  -0.050  -0.534
C  -0.049  1.914  1.247
C  1.528  0.249  -2.753
C  -0.383  -2.737  0.641
C  1.745  0.704  1.968
N  -1.461  -0.926  -1.797
N  0.650  0.384  -1.599
N  -0.810  2.494  0.332
N  -1.665  -0.551  0.758
N  -0.546  -1.346  1.184
N  1.026  1.309  0.921
H  -2.489  0.626  -0.545
H  -0.127  2.020  2.406
H  2.565  0.102  -2.460
H  1.404  -0.753  -3.206
H  1.417  0.981  -3.454
H  0.238  -2.804  -0.220
H  0.005  -3.474  1.395
H  -1.433  -2.995  0.327
H  1.355  0.904  2.891
H  1.807  -0.424  1.795
H  2.822  0.953  1.885
H  -2.044  -0.918  -2.641
H  -0.560  2.470  -0.624
H  -1.204  3.396  0.628
H  -2.504  -0.933  0.912
H  -0.484  -1.455  2.153
H  1.252  0.951  -0.133

***

The highest relative energy (zero: lowest compared OMol25 entry of this formula, charge and spin) belongs to which entry? C11H12BrN5O7P2Pb

***

Among the records above, which one has the highest frontier orbital gap? C6H17N6